# C2H6NO

A single C2H6NO molecule (ωB97M-V with the def2-TZVPD basis set, the OMol25 dataset).

Calculated values
LUMO (spin up / spin down) (eV): 1.133 / -1.945
Multiplicity: 2
HOMO-LUMO gap (spin up / spin down) (eV): 10.658 / 7.484
Total charge: 0

Structure (XYZ):
```
10
Properties=species:S:1:pos:R:3:mulliken_charge:R:1
C 0.108 0.830 -1.201 -0.747
N 0.830 -0.259 -0.443 -0.471
C -0.201 -0.825 0.566 -0.260
O -0.797 0.109 1.306 -0.324
H -0.619 0.265 -1.805 0.264
H 0.754 1.489 -1.781 0.298
H -0.497 1.371 -0.452 0.320
H 1.537 0.143 0.173 0.265
H 0.356 -1.607 1.097 0.355
H -0.921 -1.381 -0.094 0.300
```

---

# C14H42O14

7 unconnected molecules or ions with the total composition C14H42O14 (ωB97M-V with the def2-TZVPD basis set, the OMol25 dataset).

Calculated values
LUMO (eV): 0.121
Multiplicity: 1
HOMO-LUMO gap (eV): 9.724
Total charge: 0
SMILES: OCCO.OCCO.OCCO.OCCO.OCCO.OCCO.OCCO

Structure (XYZ):
```
70
Properties=species:S:1:pos:R:3:mulliken_charge:R:1
C -3.440 -1.327 -4.543 -0.563
C -2.913 -0.039 -3.940 -0.020
O -1.598 0.242 -4.398 -0.547
O -2.849 -2.486 -3.920 -0.495
H -3.227 -1.365 -5.612 0.330
H -4.507 -1.441 -4.326 0.322
H -2.913 -0.104 -2.844 0.113
H -3.517 0.844 -4.145 0.251
H -1.005 -0.377 -3.959 0.324
H -3.110 -3.253 -4.433 0.288
C 3.055 -0.651 3.618 -0.205
C 2.751 0.640 4.376 -0.441
O 2.542 1.755 3.529 -0.602
O 1.919 -1.185 2.974 -0.410
H 3.364 -1.407 4.343 0.368
H 3.904 -0.478 2.946 0.076
H 3.626 0.872 4.988 0.414
H 1.884 0.489 5.027 0.190
H 1.726 1.599 3.038 0.304
H 1.520 -0.589 2.316 0.172
C -3.452 3.666 -2.667 -0.348
C -3.138 5.148 -2.371 -0.568
O -1.870 5.202 -1.739 -0.489
O -3.662 2.856 -1.504 -0.442
H -2.597 3.326 -3.249 0.258
H -4.352 3.556 -3.281 0.416
H -3.973 5.570 -1.807 0.337
H -3.011 5.658 -3.324 0.310
H -1.982 5.144 -0.786 0.285
H -4.535 3.134 -1.206 0.257
C 0.691 0.319 -0.405 -0.048
C -0.342 1.290 -0.924 -0.723
O -1.479 1.340 -0.044 -0.595
O 1.083 0.735 0.908 -0.260
H 1.579 0.297 -1.033 0.501
H 0.281 -0.699 -0.387 -0.091
H -0.628 1.145 -1.969 0.433
H 0.053 2.312 -0.884 0.299
H -2.230 1.727 -0.516 0.217
H 0.244 0.983 1.338 0.121
C -0.172 -4.053 0.313 -0.036
C 1.348 -4.019 0.401 0.124
O 2.000 -4.996 -0.395 -0.547
O -0.806 -5.287 0.564 -0.569
H -0.437 -3.723 -0.696 0.223
H -0.643 -3.282 0.937 0.035
H 1.641 -4.152 1.451 0.324
H 1.716 -3.028 0.129 -0.184
H 1.906 -5.823 0.089 0.331
H -0.796 -5.475 1.507 0.335
C -1.543 -1.015 2.778 0.287
C -1.485 0.215 3.674 -0.662
O -0.621 1.186 3.058 -0.268
O -2.356 -0.818 1.643 -0.601
H -1.908 -1.835 3.397 0.478
H -0.545 -1.272 2.415 -0.288
H -1.106 -0.071 4.664 0.281
H -2.456 0.669 3.880 0.375
H -0.936 2.051 3.339 0.202
H -1.959 -0.212 0.994 0.404
C 4.524 0.809 0.002 -0.299
C 4.171 -0.623 -0.329 -0.037
O 4.375 -1.049 -1.681 -0.601
O 5.915 1.017 -0.188 -0.551
H 4.205 1.046 1.020 0.218
H 3.937 1.463 -0.655 0.284
H 3.133 -0.845 -0.066 -0.088
H 4.756 -1.296 0.310 0.457
H 4.176 -1.990 -1.668 0.320
H 6.077 1.958 -0.076 0.314
```

---

no.,molecular weight (g mol⁻¹)
1,60.08
2,434.48